Run 1
Here is 10 unconnected molecules or ions with the total composition C14H48N4O10 from the OMol25 dataset. Energies are from wB97M-V/def2-TZVPD.

The geometry in XYZ format:
```
76
Properties=species:S:1:pos:R:3
H 3.38453 1.82734 -3.86287
H 1.21953 -2.91366 0.65113
O 4.73353 -1.15066 -1.78187
H 1.21153 1.23734 3.17713
H -3.00747 -0.07066 -1.13587
H 2.71653 -1.23566 -2.07287
H 5.14853 3.48134 -2.68887
O -2.09247 3.27134 -0.11787
H -4.49547 -2.32266 3.70913
N 0.61153 2.09934 3.08513
C -3.55747 -1.44166 1.82613
C 4.07453 3.44634 -2.49887
H -3.71347 -1.13066 0.78813
H -1.69947 2.88734 0.63813
O 2.02253 2.49534 0.18313
C -0.59647 1.85534 2.66813
H 3.90153 3.74134 -1.45087
C 3.44553 -1.52866 -1.29487
H -1.51947 3.63134 -1.94287
H -2.65247 -0.85466 -3.35787
H -5.11447 -2.95766 2.17813
C -1.46647 2.81934 -1.27887
H -0.38747 2.51934 -1.24987
O -5.88447 -1.19966 2.46913
O -3.77147 -0.38366 -1.67187
C -1.79847 -5.17366 -1.04287
H -2.49947 -5.48166 -1.78787
C 3.38553 2.12834 -2.80987
C -0.25747 -0.42366 -1.26987
H -3.17947 -2.25966 -1.03987
H -0.77147 -5.56766 -1.23987
H 3.14653 1.18334 2.14813
C -1.80547 -3.67566 -1.04887
H 3.79853 -0.99866 0.88713
C -3.54347 -0.29766 -3.05187
H 3.23753 0.29234 -0.24387
N 3.34053 4.16134 1.39313
H 3.90353 1.37734 -2.20387
N -1.41647 2.81234 2.39313
H -0.16947 -3.47066 3.03213
H 1.92253 -2.97466 2.21113
H -0.04647 -1.51066 -1.27087
H -1.02547 -0.18466 0.53813
O 2.03553 2.14934 -2.50287
H -1.29247 -3.34766 -0.12287
O -3.14047 -3.22966 -0.96887
H 3.16753 4.85034 0.62013
H 4.15553 4.39434 2.05013
H -2.23047 -5.54966 -0.16687
H 1.00753 3.04534 3.27213
H -0.54147 -0.07266 -2.30187
C -4.74047 -2.02866 2.63913
H -2.36647 2.49234 2.16013
H -4.39847 -0.52066 -3.67787
H -1.29847 -3.22666 -1.94287
H 2.16753 -0.95266 0.42413
H 4.10353 2.44034 2.85713
H -2.00847 1.95834 -1.68487
H 5.33653 -1.43366 -1.10387
C 3.15553 -0.74966 -0.00587
H -1.26847 3.84934 2.38813
H 3.33553 -2.59566 -1.06387
H 3.56853 4.24534 -3.06287
H -2.71847 -2.05366 1.78013
O -1.35747 -0.16166 -0.36087
C 2.96153 2.91334 1.17913
H 2.03753 2.14634 -1.53187
N 3.53153 2.13434 2.05613
H 0.63653 0.13734 -0.92787
H -3.31947 -0.49666 2.25713
O -0.06147 -3.51566 2.08013
C 1.01353 -2.76366 1.69013
H -3.29247 0.70734 -3.29387
H -6.67047 -1.71066 2.34813
H 0.74553 -1.69866 1.87413
O -0.98647 0.58534 2.48313
```

**E_LUMO**: -0.5 eV
**E_HOMO**: -8.999 eV
**Gap between HOMO and LUMO**: 8.477 eV
**SMILES string**: NC(N)=O.NC(N)=O.CCO.CCO.CCO.CCO.CO.CO.CO.CO

Run 2
Here is 10 unconnected molecules or ions with the total composition C14H48N4O10 from the OMol25 dataset. Energies are from wB97M-V/def2-TZVPD.

The geometry in XYZ format:
```
76
Properties=species:S:1:pos:R:3
O 1.80791 19.68834 18.07004
H 5.28941 16.82096 16.89417
H 0.46572 20.51760 15.06876
H 3.40695 24.61735 24.16235
H 0.66003 17.39967 13.48665
H 2.93199 21.34800 17.56050
C 1.41154 18.78332 14.81908
C 0.51978 16.05904 17.71129
C 5.93523 19.97787 20.57931
N 0.31329 19.57728 14.74685
H 0.16703 24.00992 18.83573
C 5.39684 23.59182 17.39787
C 2.80696 25.18580 23.44521
H -2.49377 22.58596 17.46397
H 2.10622 16.97928 14.26884
N 4.96389 17.73215 16.64162
O 7.32417 19.84984 20.39164
H 1.16878 16.93956 17.85421
C 5.67655 18.87412 16.87194
C -2.09975 21.56768 17.48902
H 1.78338 14.92604 18.97534
H 5.62530 21.01597 20.73827
H 0.84473 18.91978 20.51042
C -0.05672 18.44304 20.89683
H 0.22856 14.18565 18.67612
H 5.50121 24.66752 17.26618
C 2.71786 20.74783 18.44884
H 0.28075 25.64454 18.25632
H 0.86954 16.91583 21.69002
O 2.46945 19.16381 15.30044
H 1.30046 23.94607 16.68058
H -2.38150 21.07448 16.55887
O 1.21681 23.50229 22.72393
H 7.47158 19.74121 19.44222
H 5.35750 19.49790 19.78806
N 5.24109 19.98083 16.20045
O -3.14096 21.71176 19.70164
H -0.48059 16.45086 17.50987
H 7.07581 23.28920 16.46936
H 2.00858 24.98067 21.48355
H 1.94507 19.51902 17.12916
H 4.35775 23.37703 17.11426
H 5.83632 20.79301 16.24446
C 0.72001 15.14157 18.88978
H 4.29530 20.07307 15.87146
C 2.05290 21.55441 19.52804
H 1.49332 25.09933 19.28713
H 3.45404 26.02062 23.15961
H 3.11781 23.71098 21.93464
O 6.74211 18.86365 17.48495
H -0.49332 17.88663 20.05662
H 1.99979 25.68541 23.99053
H 0.90610 15.94483 15.79836
H 0.30131 15.48090 19.83463
H 1.30160 23.42542 23.67889
O 0.14234 17.49333 21.93492
H -3.39362 20.12967 18.41219
O 1.04674 15.36652 16.55540
H -4.02660 21.93837 19.40566
C 2.29365 24.32786 22.30972
H 3.64523 20.26627 18.76068
H 4.09036 17.79818 16.14735
H 5.64569 19.43946 21.49007
N 1.25440 17.51956 14.28953
H 1.93154 21.03993 20.48373
H 1.04624 21.82797 19.21102
H 2.60956 22.45793 19.78782
H -1.81470 20.23712 19.19440
H -0.76938 19.19302 21.22695
C -2.60431 20.81889 18.72810
H 5.40533 23.26960 18.44398
H -0.62192 19.24100 14.62114
O 6.24968 22.81156 16.57775
O 1.74098 24.38201 17.41184
C 0.88363 24.74229 18.45667
H -1.01631 21.71305 17.53194
```

**E_LUMO**: -0.1 eV
**E_HOMO**: -9.381 eV
**Gap between HOMO and LUMO**: 9.262 eV
**SMILES string**: NC(N)=O.NC(N)=O.CCO.CCO.CCO.CCO.CO.CO.CO.CO

run 2 (0.1078 hartree below the next structure)

Run 1
Here is 2 unconnected molecules or ions with the total composition C6H15N2O from the OMol25 dataset. Energies are from wB97M-V/def2-TZVPD.

The geometry in XYZ format:
```
24
Properties=species:S:1:pos:R:3
N 3.06032 0.92999 -0.60116
H -3.32438 -1.05499 1.05178
H -5.38420 0.18088 0.40071
N 3.20832 -1.17441 0.47849
H -4.76961 -0.77821 -0.94250
H 4.81927 0.12210 0.21459
H 2.72674 0.95076 -1.55946
C 3.94509 -0.23604 -0.32935
H -3.09046 0.69560 1.15292
H 1.90998 0.81194 0.25720
H 1.16409 1.31388 1.90979
H 4.27654 -0.65668 -1.28831
H 3.74202 -1.52698 1.25819
H 2.84113 -1.95423 -0.04934
H -4.51327 0.97069 -0.91228
H 3.50886 1.81360 -0.38824
O -0.90242 -0.67244 0.21701
H -1.89572 0.70450 -1.00447
C -4.56145 0.07373 -0.29897
C 0.92614 0.77988 1.01685
C -2.08494 -0.24586 -0.49809
H -2.26560 -1.03151 -1.23517
C -3.26155 -0.13600 0.46627
C -0.07490 0.11979 0.68354
```

**E_LUMO**: -3.2 eV
**E_HOMO**: -13.230 eV
**Gap between HOMO and LUMO**: 9.999 eV
**Total charge**: +1

Run 2
Here is a gas-phase ion, C6H15N2O (charge +1) from the OMol25 dataset. Energies are from wB97M-V/def2-TZVPD.

The geometry in XYZ format:
```
24
Properties=species:S:1:pos:R:3
H 3.31398 -1.08955 0.16629
H 0.13434 0.03858 -2.58111
C -0.18493 0.96749 -2.06960
H -0.38641 1.53213 -0.11104
C -0.16643 0.66009 -0.60770
C -1.30162 -0.57073 -0.19627
N 1.19699 0.21289 -0.30039
C 2.82467 -0.76641 1.10855
H 0.58693 1.71225 -2.31248
N 1.00351 0.57687 1.93433
O -1.28869 -0.64812 1.23801
H 1.76449 -0.11726 -1.06800
H -2.92814 0.40324 0.23930
H 1.19671 0.48022 2.85884
H -2.74279 0.26490 -1.54623
H -1.20753 1.39983 -2.32096
H 0.03839 0.81801 1.73243
H -3.41966 -1.17881 -0.49497
H 2.39734 -1.80110 1.36287
C -2.75145 -0.28014 -0.56024
H -1.02369 -1.48163 -0.67836
C 1.64107 0.04150 0.90495
H 3.53789 -0.16793 1.80312
H -2.23497 -1.00629 1.49863
```

**E_LUMO**: -2.8 eV
**E_HOMO**: -14.174 eV
**Gap between HOMO and LUMO**: 11.414 eV
**SMILES string**: C/C(N)=[NH+]/[C@@H](C)[C@H](C)O
**Total charge**: +1

Run 3
Here is 2 unconnected molecules or ions with the total composition C6H15N2O from the OMol25 dataset. Energies are from wB97M-V/def2-TZVPD.

The geometry in XYZ format:
```
24
Properties=species:S:1:pos:R:3
H 0.32245 0.11873 -1.15786
H 1.02929 0.82871 1.56090
H 1.55927 2.18757 -1.09656
H -2.39002 -0.93798 -1.89410
H -3.02765 -1.58732 1.16218
C -0.55462 1.74687 0.61032
H -0.43677 2.82688 0.74117
H 2.87388 1.35461 -0.33195
H 2.18874 -3.05439 0.36098
N 0.51578 -0.26264 -0.22840
O 2.58852 -1.01349 -1.07936
C -2.55483 -1.47976 0.12476
C 1.83219 1.80337 -0.15101
H -0.98883 1.79211 -0.43266
H -0.39961 -0.71120 0.14770
C -2.79249 -0.71062 -0.93064
H 1.97672 2.61612 0.50619
H -3.22817 0.32141 -0.88140
C 1.63334 -1.21788 -0.37268
H 0.81456 -2.25432 1.14562
C 0.67251 1.01663 0.54047
H -1.26817 1.18326 1.22706
H -1.84342 -2.25593 -0.03002
N 1.47734 -2.31073 0.45927
```

**E_LUMO**: -3.2 eV
**E_HOMO**: -14.206 eV
**Gap between HOMO and LUMO**: 10.986 eV
**Total charge**: +1

Run 4
Here is a gas-phase ion, C6H15N2O (charge +1) from the OMol25 dataset. Energies are from wB97M-V/def2-TZVPD.

The geometry in XYZ format:
```
24
Properties=species:S:1:pos:R:3
C -1.69945 1.79460 0.26211
H 2.03533 -2.04218 -0.07802
H 2.57439 1.07299 -0.29559
H -0.20042 -0.14492 -2.00208
C -0.11701 0.38303 -1.01044
H -2.49563 1.58886 1.12259
H -2.41058 -0.26102 1.35895
H -0.85746 2.40047 0.72518
O -2.01419 -1.71977 -0.04847
N 0.15721 -0.92914 1.00509
N -1.37203 0.50479 -0.33167
H 2.45411 -1.13063 -1.65181
H 1.19591 1.77250 0.57145
H 0.78987 -2.08624 -1.31599
C 1.64397 -1.44445 -0.92071
C 0.91022 -0.29494 -0.15682
C -1.77520 -0.56862 0.43892
H -2.06657 2.44905 -0.49925
H -1.57140 -1.96597 -0.95644
C 1.77734 0.79732 0.40067
H 2.20376 0.55039 1.40505
H 0.11721 1.51374 -1.14617
H 0.47231 -1.90736 1.25715
H 0.24831 -0.33252 1.86631
```

**E_LUMO**: -2.9 eV
**E_HOMO**: -14.052 eV
**Gap between HOMO and LUMO**: 11.125 eV
**SMILES string**: C/[N+](=C/O)CC(C)(C)N
**Total charge**: +1

run 2 (0.0421 hartree below the next structure)

Run 1
Here is 2 unconnected molecules or ions with the total composition C6H15N2O from the OMol25 dataset. Energies are from wB97M-V/def2-TZVPD.

The geometry in XYZ format:
```
24
Properties=species:S:1:pos:R:3
H -3.06691 -1.35410 -0.49271
H 2.50200 1.99500 0.02472
H -1.24416 -1.36699 2.55401
O -0.84808 1.54296 0.48200
C -1.14570 -1.13727 0.45430
C -2.64029 -0.91934 0.40941
H 2.65015 -0.39388 -1.98667
H 1.77953 3.43930 0.31327
N -0.36139 -0.96667 -0.60297
H -3.14787 -1.56700 1.25665
C 0.98535 -0.85825 -0.60057
C 1.56220 2.41424 0.53451
C 0.36590 1.76216 0.01331
H 0.21894 -1.69980 1.91725
H -3.07490 0.00752 0.43884
C 1.61979 -0.86503 -1.97047
H 1.49669 -1.21859 0.22459
H -0.96075 1.67846 1.42578
N -0.69027 -1.36472 1.70863
H 1.71486 -1.93826 -2.47423
H -0.80760 -0.80236 -1.49328
H 1.72938 2.47169 1.56504
H 0.40390 1.37731 -1.05671
H 0.95923 -0.23637 -2.64471
```

**E_LUMO (alpha / beta)**: -4.0 / -2.8 eV
**E_HOMO (alpha / beta)**: -10.341 / -11.069 eV
**Gap between HOMO and LUMO (alpha / beta)**: 6.342 / 8.278 eV
**Total charge**: +1

Run 2
Here is a molecular structure, C6H15N2O from the OMol25 dataset. Energies are from wB97M-V/def2-TZVPD.

The geometry in XYZ format:
```
24
Properties=species:S:1:pos:R:3
H 1.64125 -1.15541 -0.62277
H -0.42877 0.88416 -3.02789
H -0.04115 -0.22313 3.23937
N 1.09613 -0.81081 -1.52870
H -1.37497 1.54417 -1.76199
H -0.95749 -1.47086 -0.09596
N -1.61247 0.08202 0.93971
C 0.79766 -1.09335 1.63214
H 0.69790 -1.75082 3.61658
C 1.00165 1.35503 -0.25278
H 0.64427 -1.61122 -1.92161
C 0.21000 -1.19223 2.95469
H 0.58509 2.30879 -0.63426
H -1.62615 -0.04324 -2.14955
H 1.79057 -0.35868 -2.09201
C -0.89950 0.64208 -1.94555
H -0.67975 -1.77691 2.87980
H -2.45037 0.06791 0.37488
C 0.20503 0.25363 -0.90841
H 2.01641 1.21925 -0.48483
C -0.51866 -0.48399 0.28169
H -1.35999 1.01466 1.17213
H 0.87251 1.41855 0.81565
O 1.73373 -1.64227 1.10242
```

**E_LUMO**: -3.0 eV
**E_HOMO**: -12.581 eV
**Gap between HOMO and LUMO**: 9.553 eV
**Total charge**: +1

run 2 (0.0462 hartree below the next structure)

Run 1
Here is 2 unconnected molecules or ions with the total composition C3H10S from the OMol25 dataset. Energies are from wB97M-V/def2-TZVPD.

The geometry in XYZ format:
```
14
Properties=species:S:1:pos:R:3
H -1.74364 -0.29064 0.77245
H 3.21036 0.22546 2.73935
C -0.01041 0.57559 -0.00329
H -2.06634 0.58041 -2.32873
H 4.77081 -0.58537 2.10022
H 4.85646 0.78882 3.11349
C 4.17335 -0.05180 2.94335
C -1.47987 0.26918 -0.12997
H 0.38627 1.39783 -0.69804
H 0.16369 0.92521 0.99302
H 0.55303 -0.17911 -0.23386
H 4.30247 -0.60574 3.96121
S -1.78204 -0.51220 -1.69030
H -2.01877 1.18058 -0.23481
```

**E_LUMO**: 0.9 eV
**E_HOMO**: -8.981 eV
**Gap between HOMO and LUMO**: 9.914 eV
**SMILES string**: CCS.C

Run 2
Here is 2 unconnected molecules or ions with the total composition C3H10S from the OMol25 dataset. Energies are from wB97M-V/def2-TZVPD.

The geometry in XYZ format:
```
14
Properties=species:S:1:pos:R:3
H -1.20532 0.65595 1.18561
H -2.40525 -1.79944 -0.24471
H -1.81271 1.50688 -0.24316
H 2.34694 0.25832 -0.09149
C -2.34119 -1.07094 -1.05166
S -0.65765 -0.42608 -0.94713
C -0.96627 0.96834 0.16943
H -3.08791 -0.28345 -1.00738
H -2.50143 -1.63135 -1.97177
H -0.03447 1.52666 0.21200
H 2.44481 0.30676 1.70750
H 3.82718 0.76322 0.68656
C 2.96048 0.10262 0.78329
H 3.43279 -0.87751 0.81291
```

**E_LUMO**: 1.1 eV
**E_HOMO**: -8.442 eV
**Gap between HOMO and LUMO**: 9.539 eV
**SMILES string**: CSC.C

run 2 (0.0318 hartree below the next structure)